Record 1
A 3-piece molecular cluster, H6O3 overall at a distorted geometry, computed with ωB97M-V with the def2-TZVPD basis set.

## Properties
Maximum force (hartree/bohr): 0.050
E_tot (Eh): -229.3023
E_LUMO (hartree): 0.0269
Kohn-Sham gap (eV): 11.76
Structure (SMILES): O.O.O
Energy above the lowest of the compared OMol25 structures with the same formula, charge and spin (kJ/mol): 59.9
Highest occupied orbital energy (eV): -11.0276

Structure (XYZ):
```
9
Properties=species:S:1:pos:R:3:forces:R:3:lowdin_charge:R:1
O -1.625 -0.387 -0.239 1.3 0.5 1.6 -0.04
H -2.029 -0.376 -1.069 -1.4 -0.5 -2.1 0.02
H -1.035 0.384 -0.335 0.0 0.1 0.7 0.02
O 0.699 1.484 -0.281 0.6 -1.4 -0.5 -0.12
H 0.558 0.983 -1.109 0.2 0.9 0.1 0.04
H 1.205 0.728 0.169 -1.0 1.4 -0.2 0.02
O 0.972 -0.833 0.654 -2.1 -1.4 -0.5 -0.07
H -0.022 -1.086 0.666 2.2 0.7 -0.1 0.09
H 1.278 -0.898 1.543 0.3 -0.3 1.1 0.04
```
Positions in Å, forces in eV/Å.

***

Record 2
H6O3 as an isolated structure at a distorted geometry, computed with ωB97M-V with the def2-TZVPD basis set.

## Properties
Maximum force (hartree/bohr): 0.125
E_tot (Eh): -229.2169
E_LUMO (hartree): 0.0004
Kohn-Sham gap (eV): 9.13
Energy above the lowest of the compared OMol25 structures with the same formula, charge and spin (kJ/mol): 284.1
Highest occupied orbital energy (eV): -9.1205

Structure (XYZ):
```
9
Properties=species:S:1:pos:R:3:forces:R:3:lowdin_charge:R:1
O 0.666 0.027 0.120 5.0 -3.9 0.8 0.03
H -0.095 -0.477 -0.172 -0.2 0.1 0.2 -0.16
H 1.283 -0.632 0.438 0.5 0.2 0.1 0.10
O -1.057 -1.183 -0.354 -4.0 -2.7 -1.2 0.11
H -0.815 -2.094 -0.183 -0.1 -0.5 0.2 0.11
H -1.161 -1.137 -1.304 -0.4 0.0 -0.5 0.11
O 0.264 2.099 0.231 -1.3 5.4 0.2 -0.09
H 0.412 1.166 0.077 0.4 1.2 0.1 -0.23
H 0.504 2.231 1.148 -0.1 0.1 0.1 0.01
```
Positions in Å, forces in eV/Å.

***

Record 3
A 3-piece molecular cluster, H6O3 overall, computed with ωB97M-V with the def2-TZVPD basis set.

## Properties
Maximum force (hartree/bohr): 0.013
E_tot (Eh): -229.3074
E_LUMO (hartree): 0.0214
Kohn-Sham gap (eV): 11.59
Structure (SMILES): O.O.O
Energy above the lowest of the compared OMol25 structures with the same formula, charge and spin (kJ/mol): 46.5
Highest occupied orbital energy (eV): -11.0077

Structure (XYZ):
```
9
Properties=species:S:1:pos:R:3:forces:R:3:lowdin_charge:R:1
O 1.713 1.151 -1.897 -0.3 -0.1 -0.1 -0.07
H 1.403 0.253 -1.732 0.2 0.0 0.1 0.01
H 0.891 1.553 -2.205 0.2 0.2 0.0 0.03
O -0.906 -0.100 -0.919 0.1 -0.3 -0.4 -0.06
H -1.647 0.518 -0.932 0.4 -0.1 0.5 0.05
H -0.445 -0.097 -0.070 -0.5 0.4 0.0 0.02
O -0.214 -0.786 2.353 -0.1 -0.3 0.3 -0.06
H -0.690 -1.584 2.093 0.0 0.1 -0.1 0.04
H -0.106 -0.908 3.308 0.1 0.2 -0.3 0.04
```
Positions in Å, forces in eV/Å.

***

Record 4
A 3-piece molecular cluster, H6O3 overall, computed with ωB97M-V with the def2-TZVPD basis set.

## Properties
Maximum force (hartree/bohr): 0.004
E_tot (Eh): -229.3094
E_LUMO (hartree): 0.0154
Kohn-Sham gap (eV): 11.23
Structure (SMILES): O.O.O
Energy above the lowest of the compared OMol25 structures with the same formula, charge and spin (kJ/mol): 41.2
Highest occupied orbital energy (eV): -10.8154

Structure (XYZ):
```
9
Properties=species:S:1:pos:R:3:forces:R:3:lowdin_charge:R:1
O -0.075 3.865 9.139 -0.1 0.0 -0.2 -0.05
H -0.797 4.440 9.410 0.0 0.0 0.1 0.04
H -0.493 3.022 8.935 0.0 -0.1 0.0 0.04
O -2.528 1.586 5.945 -0.2 0.0 0.1 -0.05
H -2.606 0.632 5.851 0.1 0.0 0.0 0.05
H -3.418 1.924 5.808 0.0 0.0 0.0 0.05
O -1.109 4.104 5.827 -0.2 0.0 0.0 -0.07
H -1.563 3.255 5.738 0.2 0.0 0.0 -0.02
H -0.936 4.186 6.770 0.2 0.0 0.0 0.00
```
Positions in Å, forces in eV/Å.

***

Record 5
A 3-piece molecular cluster, H6O3 overall, computed with ωB97M-V with the def2-TZVPD basis set.

## Properties
Maximum force (hartree/bohr): 0.013
E_tot (Eh): -229.3058
E_LUMO (hartree): 0.0230
Kohn-Sham gap (eV): 10.36
Structure (SMILES): O.O.O
Energy above the lowest of the compared OMol25 structures with the same formula, charge and spin (kJ/mol): 50.5
Highest occupied orbital energy (eV): -9.7326

Structure (XYZ):
```
9
Properties=species:S:1:pos:R:3:forces:R:3:lowdin_charge:R:1
O 1.619 -1.402 0.578 0.4 -0.2 -0.1 -0.03
H 2.321 -1.897 1.002 0.1 -0.1 0.3 0.06
H 1.976 -1.164 -0.278 0.0 0.1 -0.3 0.06
O -1.318 1.490 -0.861 -0.1 0.4 -0.4 -0.03
H -1.020 2.327 -1.216 0.2 0.2 0.0 0.06
H -2.048 1.236 -1.425 -0.2 -0.2 -0.1 0.06
O -0.767 -0.278 1.016 -0.4 -0.2 0.5 -0.08
H 0.079 -0.697 0.855 0.2 -0.2 0.2 -0.04
H -0.842 0.384 0.328 -0.1 0.2 0.0 -0.05
```
Positions in Å, forces in eV/Å.

***

Record 6
A 3-piece molecular cluster, H6O3 overall, computed with ωB97M-V with the def2-TZVPD basis set.

## Properties
Maximum force (hartree/bohr): 0.009
E_tot (Eh): -229.3136
E_LUMO (hartree): 0.0139
Kohn-Sham gap (eV): 11.05
Structure (SMILES): O.O.O
Energy above the lowest of the compared OMol25 structures with the same formula, charge and spin (kJ/mol): 30.1
Highest occupied orbital energy (eV): -10.6704

Structure (XYZ):
```
9
Properties=species:S:1:pos:R:3:forces:R:3:lowdin_charge:R:1
O 0.437 -0.080 -2.245 -0.1 -0.1 0.1 -0.07
H 1.078 0.499 -1.821 0.0 0.0 0.0 0.03
H -0.309 -0.107 -1.625 0.2 0.1 -0.1 -0.01
O -1.405 0.517 0.020 0.1 0.0 0.5 -0.07
H -2.228 0.589 0.515 0.1 0.0 -0.1 0.05
H -0.697 0.522 0.691 -0.1 -0.1 -0.4 0.02
O 1.113 -0.418 1.180 -0.2 0.1 0.3 -0.05
H 0.682 -1.284 1.182 0.2 0.1 -0.1 0.06
H 1.329 -0.239 2.104 0.0 -0.1 -0.2 0.05
```
Positions in Å, forces in eV/Å.

***

Record 7
A 3-piece molecular cluster, H6O3 overall at a distorted geometry, computed with ωB97M-V with the def2-TZVPD basis set.

## Properties
Maximum force (hartree/bohr): 0.039
E_tot (Eh): -229.3078
E_LUMO (hartree): 0.0147
Kohn-Sham gap (eV): 11.36
Structure (SMILES): O.O.O
Energy above the lowest of the compared OMol25 structures with the same formula, charge and spin (kJ/mol): 45.4
Highest occupied orbital energy (eV): -10.9625

Structure (XYZ):
```
9
Properties=species:S:1:pos:R:3:forces:R:3:lowdin_charge:R:1
O -17.977 -4.386 -30.243 0.7 -0.5 1.1 -0.06
H -18.033 -3.517 -30.620 -0.5 1.0 -0.8 -0.03
H -17.381 -4.224 -29.491 -0.3 -0.4 -0.4 0.04
O -19.032 -1.732 -31.030 0.0 -1.1 0.3 -0.07
H -19.001 -1.016 -31.652 -0.2 0.6 -0.1 0.03
H -19.492 -1.459 -30.210 0.3 0.4 -0.8 0.00
O -19.434 -0.699 -28.651 0.1 -1.8 0.8 -0.03
H -18.764 -1.313 -28.276 -0.7 0.4 -0.3 0.08
H -19.044 0.142 -28.517 0.5 1.5 0.1 0.04
```
Positions in Å, forces in eV/Å.

***

Record 8
A 3-piece molecular cluster, H6O3 overall at a distorted geometry, computed with ωB97M-V with the def2-TZVPD basis set.

## Properties
Maximum force (hartree/bohr): 0.050
E_tot (Eh): -228.8996
Multiplicity: 2
E_LUMO (alpha / beta) (hartree): -0.1519 / -0.4355
Charge: +1
Kohn-Sham gap (alpha / beta) (eV): 12.27 / 4.53
Energy above the lowest of the compared OMol25 structures with the same formula, charge and spin (kJ/mol): 30.4
Highest occupied orbital energy (alpha / beta) (eV): -16.4000 / -16.3802

Structure (XYZ):
```
9
Properties=species:S:1:pos:R:3:forces:R:3:lowdin_charge:R:1
O -1.674 1.594 -0.835 -1.0 -0.8 -0.7 0.40
H -1.325 2.375 -1.264 0.2 1.2 -0.9 0.14
H -1.052 1.409 -0.131 1.1 -0.5 2.2 0.06
O 0.855 -2.017 0.182 -0.2 0.7 0.2 -0.02
H 0.035 -2.505 0.266 -0.3 -0.4 0.2 0.06
H 1.266 -2.371 -0.606 0.3 -0.1 -0.3 0.07
O 0.326 0.665 0.980 -1.4 1.3 -0.4 0.15
H 0.387 -0.212 0.601 0.4 -1.9 -0.4 0.03
H 1.181 1.061 0.807 0.8 0.4 0.1 0.11
```
Positions in Å, forces in eV/Å.

***

Record 9
A 3-piece molecular cluster, H6O3 overall at a distorted geometry, computed with ωB97M-V with the def2-TZVPD basis set.

## Properties
Maximum force (hartree/bohr): 0.050
E_tot (Eh): -228.8848
Multiplicity: 2
E_LUMO (alpha / beta) (hartree): -0.1468 / -0.4410
Charge: +1
Kohn-Sham gap (alpha / beta) (eV): 13.36 / 3.66
Energy above the lowest of the compared OMol25 structures with the same formula, charge and spin (kJ/mol): 69.1
Highest occupied orbital energy (alpha / beta) (eV): -17.3503 / -15.6577

Structure (XYZ):
```
9
Properties=species:S:1:pos:R:3:forces:R:3:lowdin_charge:R:1
O -1.740 -0.217 -1.277 -0.4 1.7 -0.7 0.43
H -1.062 -0.572 -0.702 1.9 -0.9 1.4 0.07
H -2.284 -0.972 -1.501 -1.1 -1.1 -0.5 0.15
O 0.740 2.251 0.607 -0.6 -0.2 -0.2 0.08
H 1.212 1.707 -0.023 0.4 -0.1 -0.5 0.06
H 1.291 2.244 1.390 0.3 0.2 0.6 0.07
O 0.332 -1.446 0.234 -0.7 0.7 -0.3 0.00
H 0.935 -2.179 0.359 0.1 -0.5 -0.2 0.08
H 0.576 -0.817 0.913 0.1 0.2 0.4 0.06
```
Positions in Å, forces in eV/Å.

***

Record 10
H6O3Rb as an isolated structure at a distorted geometry, computed with ωB97M-V with the def2-TZVPD basis set.

## Properties
Maximum force (hartree/bohr): 0.064
E_tot (Eh): -252.6366
Multiplicity: 2
E_LUMO (alpha / beta) (hartree): -0.3076 / -0.6082
Charge: +2
Kohn-Sham gap (alpha / beta) (eV): 11.39 / 3.20
Energy above the lowest of the compared OMol25 structures with the same formula, charge and spin (kJ/mol): 0.0
Highest occupied orbital energy (alpha / beta) (eV): -19.7632 / -19.7454

Structure (XYZ):
```
10
Properties=species:S:1:pos:R:3:forces:R:3:lowdin_charge:R:1
Rb 14.572 -10.343 -3.059 0.1 1.0 -0.9 1.21
O 15.385 -13.288 -2.875 1.3 0.2 -2.1 0.51
H 14.988 -12.781 -2.167 -1.3 1.6 2.6 0.03
H 15.093 -14.186 -2.719 -0.3 -2.4 0.0 0.19
O 13.125 -8.786 -1.511 0.1 -0.4 0.1 -0.19
H 13.554 -8.214 -0.876 0.1 0.4 0.3 0.06
H 12.194 -8.728 -1.297 -0.5 0.2 0.0 0.07
O 14.161 -11.967 -0.799 0.9 -0.6 -0.9 -0.08
H 14.643 -12.479 -0.150 0.2 -0.2 0.8 0.10
H 13.423 -11.598 -0.314 -0.7 0.3 0.1 0.10
```
Positions in Å, forces in eV/Å.

***

Record 11
H6O4Si2 in the gas phase at a distorted geometry, computed with ωB97M-V with the def2-TZVPD basis set.

## Properties
Maximum force (hartree/bohr): 0.075
E_tot (Eh): -883.6826
E_LUMO (hartree): 0.0122
Kohn-Sham gap (eV): 8.96
Structure (SMILES): O[SiH](O)[SiH](O)O
Energy above the lowest of the compared OMol25 structures with the same formula, charge and spin (kJ/mol): 163.8
Highest occupied orbital energy (eV): -8.6250

Structure (XYZ):
```
12
Properties=species:S:1:pos:R:3:forces:R:3:lowdin_charge:R:1
O -2.006 1.539 -0.577 -0.6 0.2 -0.3 -0.19
Si -1.191 0.330 0.122 2.4 -1.1 0.8 0.36
O -1.987 -1.132 -0.010 0.0 0.3 -0.5 -0.24
Si 1.327 0.243 -0.533 -3.1 -1.5 -1.8 0.33
O 1.857 -1.253 0.034 -0.9 -1.6 -1.3 -0.24
O 2.022 1.088 0.592 0.9 3.0 0.5 -0.18
H -2.954 1.466 -0.736 0.2 0.0 0.1 0.06
H -1.017 0.405 1.640 -0.2 0.4 -0.6 -0.02
H -1.512 -1.819 0.467 -0.2 -0.1 0.1 0.03
H 1.685 0.698 -1.980 0.0 -0.5 1.2 -0.02
H 1.458 -2.103 -0.304 0.7 1.6 0.5 0.07
H 2.318 0.538 1.285 0.6 -0.7 1.4 0.04
```
Positions in Å, forces in eV/Å.

***

Record 12
A 2-piece molecular cluster, H6O4Si2 overall at a distorted geometry, computed with ωB97M-V with the def2-TZVPD basis set.

## Properties
Maximum force (hartree/bohr): 0.063
E_tot (Eh): -883.6482
E_LUMO (hartree): -0.0109
Kohn-Sham gap (eV): 9.93
Structure (SMILES): O=[Si](O)O.O[SiH3]
Energy above the lowest of the compared OMol25 structures with the same formula, charge and spin (kJ/mol): 254.0
Highest occupied orbital energy (eV): -10.2277

Structure (XYZ):
```
12
Properties=species:S:1:pos:R:3:forces:R:3:lowdin_charge:R:1
O 2.727 1.807 -0.998 -0.4 -0.5 0.7 -0.29
Si 2.202 0.389 -0.779 -0.6 2.3 -2.2 0.27
O 0.711 -0.135 -1.192 0.8 -0.2 0.8 -0.12
O 3.179 -0.837 -0.652 1.2 -0.9 0.6 -0.05
H 0.103 0.088 -0.466 -0.5 0.4 -0.3 -0.04
H 2.762 -1.631 -0.347 -0.1 -0.9 0.0 0.06
O -0.966 0.754 0.651 0.6 3.0 0.5 -0.34
Si -2.200 -0.299 0.681 -0.8 -1.1 2.3 0.54
H -1.098 1.720 0.884 0.3 -1.9 -0.5 0.12
H -3.488 0.399 0.489 0.0 -0.2 0.0 -0.06
H -2.075 -1.033 2.086 -0.5 0.7 -1.4 -0.04
H -1.855 -1.221 -0.356 -0.1 -0.6 -0.7 -0.06
```
Positions in Å, forces in eV/Å.